14
Properties=species:S:1:pos:R:3:forces:R:3:mulliken_charge:R:1 method="wB97M-V/def2-TZVPD" total_charge=+1 e_homo_ha=-0.516 molar_mass_g_mol=99.11 e_tot_ha=-340.8670 relative_energy_kj_mol=707.0 multiplicity=1
C -0.3307 -2.0642 -0.6902 0.435 4.730 0.539 -0.10
C 0.2361 1.0606 0.6456 1.099 -5.610 -1.967 -0.03
C -1.1685 0.5515 -1.3072 0.806 -5.801 -2.592 -0.78
C 1.2387 0.3680 1.4587 1.569 0.802 -0.476 -0.37
N -0.1900 0.2728 -0.3203 0.439 2.700 2.892 0.23
N 0.1512 -1.0620 -0.2137 0.448 -2.931 0.323 -0.09
O 1.3725 -0.9180 1.0784 -0.721 -0.481 -1.441 -0.43
H -0.4658 -3.0484 -0.4768 0.360 -2.723 0.297 0.43
H -0.0043 2.0271 0.7225 -1.183 3.557 0.059 0.49
H -1.8483 -0.3678 -1.2712 0.257 1.698 0.124 0.27
H -0.6205 0.3088 -2.2550 -0.693 0.955 0.311 0.36
H -1.6242 1.4425 -1.2461 -1.352 3.189 0.321 0.35
H 1.0779 0.4134 2.4888 -0.940 0.458 2.077 0.38
H 2.1758 1.0156 1.3865 -0.524 -0.544 -0.467 0.29